Entry from the OMol25 dataset: a 8-piece molecular cluster, C24H64O8 overall at a distorted geometry (ωB97M-V with the def2-TZVPD basis set).

The geometry in XYZ format:
```
96
C24H64O8 ωB97M-V with the def2-TZVPD basis set
C 2.09579 -3.88440 -3.77262
C 3.09530 -2.99340 -3.02631
C 3.39233 -1.68114 -3.69706
O 2.61573 -2.71197 -1.70396
H 2.01721 -4.88216 -3.32897
H 2.33147 -3.96718 -4.83057
H 1.07411 -3.50978 -3.63356
H 3.98080 -3.63360 -2.94462
H 4.11499 -1.13370 -3.08563
H 2.50013 -1.05894 -3.76830
H 3.84220 -1.77180 -4.68405
H 2.19629 -3.50205 -1.34589
C -0.55691 -1.04708 -1.81102
C 0.48467 0.04227 -1.66104
C -0.09520 1.41185 -1.32043
O 1.47800 -0.32613 -0.70448
H -1.38912 -0.72656 -2.44298
H -1.01239 -1.38432 -0.87506
H -0.10973 -1.94231 -2.24761
H 1.00600 0.14851 -2.62351
H -0.61432 1.79009 -2.20405
H 0.61149 2.17845 -1.01594
H -0.83350 1.26813 -0.52766
H 1.88446 -1.16673 -1.00352
C -5.95807 1.30654 1.61694
C -4.55090 0.81278 1.32691
C -4.04097 1.09552 -0.08394
O -3.66346 1.46828 2.28341
H -6.10828 2.31488 1.21881
H -6.12579 1.33614 2.69153
H -6.72752 0.65330 1.19503
H -4.49338 -0.24470 1.59506
H -4.84246 0.78923 -0.76050
H -3.11975 0.55425 -0.28118
H -3.88217 2.16940 -0.17298
H -3.80028 2.42701 2.17468
C 0.05489 -0.99768 4.36948
C -0.71761 0.02827 3.55959
C -0.67685 -0.35417 2.07838
O -2.06129 -0.00584 4.03038
H 1.09788 -1.04205 4.03961
H -0.31251 -2.00646 4.17389
H 0.01357 -0.77616 5.43521
H -0.30950 1.03732 3.69549
H 0.34295 -0.15178 1.72927
H -1.37919 0.27713 1.53093
H -0.83403 -1.40729 1.84441
H -2.59168 0.57986 3.45268
C -4.51950 -1.06676 -2.99855
C -4.45859 -2.27451 -3.94072
C -3.06590 -2.76271 -4.19705
O -5.19687 -3.34899 -3.35528
H -5.54974 -0.85896 -2.69048
H -4.18397 -0.13342 -3.45603
H -3.94642 -1.29459 -2.09868
H -4.94020 -1.98793 -4.88644
H -3.13429 -3.73817 -4.68268
H -2.48553 -2.91379 -3.28146
H -2.44965 -2.08409 -4.78801
H -6.00347 -2.98904 -2.97813
C -1.53113 4.21484 3.47092
C -2.30226 4.80563 2.28442
C -1.78175 4.24531 0.97902
O -3.67167 4.36074 2.37942
H -0.51602 4.60660 3.56118
H -1.50620 3.12610 3.44372
H -2.04087 4.49804 4.39784
H -2.25994 5.89499 2.34891
H -0.74062 4.55168 0.81630
H -2.38653 4.46493 0.10293
H -1.62420 3.16236 1.03115
H -4.06864 4.73698 3.17350
C 3.52781 2.68549 -1.83991
C 4.16327 1.75908 -0.80320
C 5.41036 2.39132 -0.20730
O 3.29537 1.55706 0.32028
H 2.76270 2.13172 -2.39110
H 4.26185 2.97564 -2.59883
H 3.09841 3.60223 -1.43958
H 4.37082 0.80043 -1.28780
H 5.92077 1.68439 0.44990
H 5.15913 3.27288 0.37956
H 6.12880 2.68082 -0.97942
H 2.54465 0.99086 0.01987
C 5.09967 -3.56399 3.14633
C 4.94111 -2.18258 2.52889
C 3.57916 -2.00566 1.89830
O 5.09581 -1.26456 3.61396
H 5.99089 -3.66771 3.75823
H 5.15111 -4.33920 2.37397
H 4.17377 -3.79552 3.68045
H 5.77019 -2.05109 1.82354
H 3.33608 -2.79565 1.17938
H 3.53441 -1.10257 1.28092
H 2.78425 -1.97878 2.64217
H 4.84017 -0.37960 3.33127
```

The largest force on an atom is 1.4 eV/Å. The value obtained for the HOMO-LUMO gap is 9.735 eV. The value obtained for the energy above the lowest of the compared OMol25 structures with the same formula, charge and spin is 10.8 kcal per mole. The calculation puts the total energy at -42306.090 eV.

Results of the Mulliken charge analysis, in e, for atoms 1 through 5: -1.26, 0.62, -1.18, -0.42, 0.40